Formula: C2H7O2
Source: OMol25
Level of theory: the ωB97M-V functional and the def2-TZVPD basis

Output
Frontier orbital gap = 7.900 eV
LUMO energy = 4.454 eV
Total charge = -1
Spin multiplicity = 1
Energy = -6282.3303 eV
Highest occupied orbital energy = -3.446 eV
M = 63.1 g mol⁻¹
Energy above the lowest of the compared OMol25 structures with the same formula, charge and spin = 0.3613 eV

Positions of all 11 atoms, in Å:
C  -0.68  0.02  0.79
O  0.15  -0.93  0.22
C  -1.73  0.54  -0.21
H  -0.07  0.93  1.00
H  -1.17  -0.28  1.73
H  -2.43  -0.22  -0.49
H  -1.22  0.89  -1.11
H  -2.26  1.43  0.16
H  2.16  0.38  -1.54
H  0.90  -0.33  -0.34
O  2.20  0.20  -0.59



Formula: C2H7O2
Source: OMol25
Level of theory: the ωB97M-V functional and the def2-TZVPD basis

Output
Frontier orbital gap = 7.922 eV
LUMO energy = 4.598 eV
Total charge = -1
Spin multiplicity = 1
Energy = -6281.7570 eV
Highest occupied orbital energy = -3.324 eV
M = 63.1 g mol⁻¹
Energy above the lowest of the compared OMol25 structures with the same formula, charge and spin = 0.9346 eV

Positions of all 11 atoms, in Å:
O  2.27  0.78  1.22
H  1.31  0.17  1.29
C  -0.61  0.31  0.25
O  0.15  -0.48  1.12
C  -0.87  -0.60  -1.01
H  -1.72  0.53  0.71
H  -0.27  1.26  0.12
H  2.56  0.26  0.49
H  -1.39  -1.51  -0.87
H  -1.59  -0.05  -1.67
H  0.17  -0.68  -1.64



Formula: C2H7O2
Source: OMol25
Level of theory: the ωB97M-V functional and the def2-TZVPD basis

Output
Frontier orbital gap = 10.318 eV
LUMO energy = -5.806 eV
Total charge = +1
Spin multiplicity = 1
Energy = -6274.3201 eV
Highest occupied orbital energy = -16.124 eV
M = 63.1 g mol⁻¹
Energy above the lowest of the compared OMol25 structures with the same formula, charge and spin = 0.6464 eV

Positions of all 11 atoms, in Å:
O  -0.51  -2.08  0.42
H  -0.35  -3.00  0.64
H  0.17  2.09  -0.97
H  -1.46  -2.01  0.58
C  -0.25  1.11  -0.79
C  0.29  0.55  0.46
O  1.51  0.62  0.75
H  -1.31  1.20  -0.73
H  0.09  0.49  -1.64
H  -0.31  -0.02  1.16
H  2.12  1.05  0.12



Formula: C2H7O2P
Source: OMol25
Level of theory: the ωB97M-V functional and the def2-TZVPD basis

Output
Frontier orbital gap (alpha / beta) = 7.624 / 7.600 eV
LUMO energy (alpha / beta) = -1.858 / -1.866 eV
Total charge = 0
Spin multiplicity = 1
Energy = -15567.3341 eV
Highest occupied orbital energy (alpha / beta) = -9.482 / -9.467 eV
M = 94.0 g mol⁻¹
Energy above the lowest of the compared OMol25 structures with the same formula, charge and spin = 4.4488 eV

Positions of all 12 atoms, in Å:
C  1.03  0.86  0.48
C  1.22  -0.20  -0.61
O  0.24  -1.07  -0.59
O  -3.25  0.33  0.07
P  -1.94  -0.52  0.07
H  1.48  1.72  0.14
H  -0.13  0.90  0.31
H  1.36  0.62  1.49
H  2.14  -0.78  -0.58
H  1.21  0.47  -1.49
H  -1.39  -0.72  1.37
H  -1.98  -1.60  -0.65



Formula: C2H7O2PS
Source: OMol25
Level of theory: the ωB97M-V functional and the def2-TZVPD basis

Output
Frontier orbital gap (alpha / beta) = 6.862 / 8.571 eV
LUMO energy (alpha / beta) = -2.185 / -0.264 eV
Total charge = 0
Spin multiplicity = 1
Energy = -26401.9320 eV
Highest occupied orbital energy (alpha / beta) = -9.048 / -8.835 eV
M = 126.1 g mol⁻¹
Energy above the lowest of the compared OMol25 structures with the same formula, charge and spin = 4.8053 eV

Positions of all 13 atoms, in Å:
C  -0.34  1.57  1.33
C  -0.22  -2.67  -0.21
O  0.45  0.41  -2.50
O  2.05  -0.24  -0.81
P  0.27  2.30  -0.26
S  0.70  0.19  -1.08
H  -0.30  2.30  2.11
H  0.48  0.81  1.59
H  -1.43  1.27  1.24
H  0.33  -3.08  -1.04
H  0.17  -3.18  0.67
H  -1.10  -2.04  -0.03
H  -1.08  2.35  -1.03



Formula: C2H7O2Sm
Source: OMol25
Level of theory: the ωB97M-V functional and the def2-TZVPD basis

Output
⟨S²⟩ = 12.01
Frontier orbital gap (alpha / beta) = 4.649 / 4.484 eV
LUMO energy (alpha / beta) = 3.431 / 3.481 eV
Total charge = -1
Spin multiplicity = 7
Energy = -24184.3196 eV
Highest occupied orbital energy (alpha / beta) = -1.218 / -1.003 eV
M = 213.4 g mol⁻¹
Energy above the lowest of the compared OMol25 structures with the same formula, charge and spin = 0.0000 eV

Positions of all 12 atoms, in Å:
C  -1.97  -0.14  -0.56
H  -2.73  -0.85  -0.18
H  -1.79  0.66  0.19
H  -2.48  0.35  -1.41
O  -0.79  -0.85  -1.05
Sm  0.47  -1.10  -3.06
H  0.52  -0.78  0.36
O  0.88  -0.49  1.29
C  1.77  0.58  1.13
H  2.45  0.61  2.00
H  2.41  0.46  0.24
H  1.25  1.55  1.05



Formula: C2H7O3V
Source: OMol25
Level of theory: the ωB97M-V functional and the def2-TZVPD basis

Output
⟨S²⟩ = 6.01
Frontier orbital gap (alpha / beta) = 7.054 / 9.423 eV
LUMO energy (alpha / beta) = -0.110 / 0.080 eV
Total charge = 0
Spin multiplicity = 5
Energy = -34011.8814 eV
Highest occupied orbital energy (alpha / beta) = -7.164 / -9.344 eV
M = 130.0 g mol⁻¹
Energy above the lowest of the compared OMol25 structures with the same formula, charge and spin = 1.9580 eV

Positions of all 13 atoms, in Å:
O  1.59  -1.04  -0.75
H  1.58  -1.36  0.15
C  -0.81  -0.26  1.34
O  -1.35  0.29  0.16
C  -0.56  0.08  -0.99
H  0.19  0.15  1.59
H  -1.47  0.03  2.17
H  -0.71  -1.35  1.24
H  -1.14  0.52  -1.81
H  -0.69  -0.99  -1.25
V  1.06  2.72  -0.19
O  0.70  1.12  -0.91
H  1.61  0.10  -0.76



Formula: C2H7O4
Source: OMol25
Level of theory: the ωB97M-V functional and the def2-TZVPD basis

Output
Frontier orbital gap = 7.909 eV
LUMO energy = 3.534 eV
Total charge = -1
Spin multiplicity = 1
Energy = -10379.5742 eV
Highest occupied orbital energy = -4.375 eV
M = 95.1 g mol⁻¹
Energy above the lowest of the compared OMol25 structures with the same formula, charge and spin = 0.4865 eV

Positions of all 13 atoms, in Å:
O  -2.36  -0.77  -1.09
C  -1.73  0.28  -0.84
O  -0.48  0.41  -0.84
C  -2.57  1.50  -0.48
H  -3.23  1.80  -1.31
H  -3.19  1.22  0.36
H  -1.94  2.38  -0.34
H  3.44  -0.79  1.48
H  4.79  -0.39  1.98
O  4.05  -0.97  2.16
H  1.76  -1.22  0.80
H  0.84  -0.25  -0.01
O  1.74  -0.36  0.39